Record 1
7
Properties=species:S:1:pos:R:3 method="wB97M-V/def2-TZVPD" total_energy_ev=-18490.90880 smiles=CPI orbital_gap_ev=9.26
C -0.2055 0.5976 -0.4653
P -0.1306 -0.1072 1.1755
I -0.6489 -2.4163 0.6036
H -1.2664 0.5456 -0.8942
H 0.6463 0.2380 -1.0364
H 0.2658 1.6377 -0.4477
H 1.3393 -0.4953 1.0646



Record 2
110
Properties=species:S:1:pos:R:3 method="wB97M-V/def2-TZVPD" total_energy_ev=-148292.63431 orbital_gap_ev=5.27 total_charge=-2
K 12.7140 11.8902 16.0015
C 11.7490 9.6585 19.1116
O 12.8500 9.2608 18.3725
C 14.0803 9.7281 18.9716
C 15.1738 9.2033 18.0806
O 15.2634 10.0479 16.8938
C 16.5886 10.1399 16.3591
C 16.7186 11.3890 15.5548
O 15.4745 11.9247 15.1706
C 15.6333 13.1111 14.3169
H 10.8447 9.6187 18.4931
H 11.6215 8.9343 19.9339
H 11.7249 10.6300 19.5895
H 14.0723 10.8520 19.0412
H 14.2443 9.3010 19.9986
H 16.1412 9.2998 18.6607
H 14.9257 8.1929 17.7758
H 17.3630 10.1284 17.1446
H 16.7123 9.2840 15.6626
H 17.3802 12.1663 16.0323
H 17.3254 11.1702 14.6810
H 15.6585 12.7671 13.2769
H 14.8530 13.8558 14.4726
H 16.6112 13.6429 14.5106
C 9.4484 14.2666 15.4812
N 9.5749 12.8772 15.4151
C 9.0844 12.0387 16.2117
C 9.3696 10.6395 16.0646
C 8.6252 9.4850 16.5371
C 9.2940 8.3524 16.0820
C 10.3676 8.8544 15.3150
N 10.5093 10.1868 15.3520
C 8.3796 14.6621 14.4108
C 8.8533 15.0111 13.1578
C 7.9334 15.5976 12.2417
C 6.5945 15.8080 12.5572
C 6.1182 15.1736 13.6771
C 6.9992 14.6849 14.6493
H 10.3964 14.6729 15.1830
H 9.1438 14.6572 16.4875
H 8.5682 12.2990 17.1605
H 7.7483 9.5517 17.1504
H 9.1306 7.3015 16.4154
H 11.0893 8.3268 14.6452
H 9.8860 14.7231 12.8154
H 8.2973 15.8206 11.2602
H 5.9131 16.3427 11.8989
H 5.0417 15.1036 13.8191
H 6.5830 14.3203 15.5901
F 12.1528 10.0161 7.5942
C 12.9455 9.2936 8.3926
F 14.1604 9.2699 7.8236
F 12.4763 7.9916 8.3584
C 13.0171 9.7844 9.8183
C 13.4804 8.9795 10.8646
C 13.4722 9.4915 12.1367
N 13.0322 10.6768 12.4900
C 12.5384 11.4030 11.4719
C 12.5125 11.0554 10.1562
H 13.8644 7.9868 10.6483
H 13.8645 8.9217 12.9389
H 12.0845 12.3587 11.7431
H 11.9843 11.7090 9.4786
O 13.4438 14.7427 15.3981
C 12.7367 14.8994 14.3615
O 12.4969 14.1002 13.4702
H 12.1737 15.9360 14.2484
O 11.9716 13.3689 20.3492
C 12.3709 13.6755 19.1087
O 13.0585 12.9419 18.3671
C 11.8999 15.0662 18.6515
C 11.7089 15.9897 19.8768
Ge 10.9705 14.8474 21.4540
C 9.9322 16.5882 22.1281
C 9.9665 16.9576 23.4844
C 8.8319 17.5942 24.0122
C 7.8955 18.2315 23.2530
C 8.0101 18.0996 21.8714
C 8.9551 17.2489 21.3179
C 9.4624 13.6029 21.8283
C 8.0635 13.8904 21.6743
C 7.0788 13.0894 22.3072
C 7.5044 11.9614 22.9896
C 8.7866 11.4955 22.8504
C 9.7560 12.3090 22.2643
C 12.3292 14.6505 22.8710
C 13.6948 14.5371 22.5958
C 14.6071 14.4434 23.6551
C 14.1597 14.3947 24.9676
C 12.7987 14.4421 25.2503
C 11.8807 14.5754 24.1847
H 10.9085 14.9652 18.1427
H 12.6034 15.4655 17.8641
H 11.0863 16.8738 19.6419
H 12.7400 16.3724 20.1355
H 10.7473 16.6593 24.2130
H 8.7594 17.6080 25.0815
H 7.0797 18.7965 23.7034
H 7.3089 18.7109 21.3050
H 8.9304 17.0785 20.2387
H 7.7609 14.8719 21.2947
H 6.0502 13.3952 22.3001
H 6.8033 11.4182 23.6131
H 9.0801 10.4469 23.1269
H 10.7736 11.9694 22.1666
H 14.1325 14.4634 21.6060
H 15.6806 14.3848 23.4931
H 14.8925 14.1962 25.7393
H 12.4752 14.4615 26.2786
H 10.8118 14.6592 24.4053



Record 3
187
Properties=species:S:1:pos:R:3 method="wB97M-V/def2-TZVPD" total_energy_ev=-113003.26963 orbital_gap_ev=8.92
Hf 1.8921 1.6320 -1.7254
F 1.4154 2.0181 -3.6085
F 0.1510 0.8827 -1.2123
F 3.8078 1.2612 -2.0181
F 1.9760 2.5660 0.0171
C 0.0285 3.2038 4.9024
O -0.8527 2.4210 4.1703
C -0.3484 1.6172 3.1363
C -1.5469 1.2464 2.3155
N -1.2069 0.2989 1.2794
C -2.3226 -0.2445 0.5047
C -3.1447 0.7884 -0.2723
O -4.5476 0.4273 -0.1440
C -5.2672 1.1328 -1.1483
H 0.6175 3.9756 4.3630
H 0.7241 2.5206 5.4384
H -0.5829 3.7783 5.6395
H -0.0229 0.6700 3.5697
H 0.3915 2.0790 2.5349
H -1.9801 2.1447 1.8780
H -2.3519 0.9383 2.9871
H -0.5742 0.7764 0.6780
H -3.0964 -0.6763 1.1999
H -2.0012 -1.1648 -0.0389
H -2.8949 0.7789 -1.3487
H -2.9794 1.8136 0.1720
H -5.3595 0.5516 -2.0555
H -4.8732 2.1310 -1.2881
H -6.1653 1.2830 -0.6814
C 4.4551 -2.0547 3.1598
O 3.9685 -1.3128 2.0723
C 2.6224 -1.0936 2.1836
C 2.1443 -0.0942 1.1247
N 2.6914 -0.1616 -0.2322
C 2.5518 -1.4642 -0.8882
C 2.8685 -1.3118 -2.3969
O 1.9500 -0.3901 -2.9790
C 2.1661 -0.3630 -4.3431
H 4.1127 -3.0865 3.2153
H 4.1707 -1.5479 4.2267
H 5.5588 -2.0272 2.9474
H 2.3290 -0.6583 3.1853
H 1.9583 -1.9641 2.0939
H 2.1549 0.9453 1.4232
H 1.0703 -0.3066 0.9687
H 3.6564 0.1494 -0.2427
H 1.5042 -1.8276 -0.7070
H 3.2267 -2.1782 -0.3897
H 2.7447 -2.2001 -3.0121
H 3.9227 -0.9413 -2.6443
H 1.9011 -1.4031 -4.7157
H 3.2609 -0.2611 -4.6019
H 1.5250 0.3652 -4.8860
C -2.5810 -3.4985 3.0463
O -1.4161 -4.2424 2.9299
C -0.5310 -3.8818 1.7762
C 0.5298 -5.0230 1.8643
N 1.5783 -4.9552 0.8332
C 2.5501 -5.9692 1.0358
C 3.5872 -5.9895 -0.0648
O 2.9708 -6.6299 -1.2322
C 3.9723 -6.9067 -2.2466
H -2.3870 -2.4408 2.9859
H -2.9825 -3.7881 4.0223
H -3.2764 -3.7961 2.2692
H -0.0588 -2.9343 1.8912
H -1.1189 -3.9329 0.8859
H -0.0365 -5.9183 1.8464
H 1.0744 -4.9788 2.8412
H 1.0928 -4.8725 -0.0610
H 2.1000 -6.9167 1.1583
H 2.8697 -5.7788 2.1028
H 4.4592 -6.5214 0.2804
H 3.8703 -4.9685 -0.2857
H 4.6775 -6.0976 -2.4369
H 3.4858 -7.1020 -3.2081
H 4.6341 -7.7393 -1.9647
C 5.9744 6.3448 -3.5780
O 5.3193 5.2342 -3.0004
C 4.5985 5.5537 -1.7973
C 3.7623 4.3508 -1.4242
N 2.8127 3.7776 -2.4608
C 1.7805 4.6575 -2.9760
C 0.6688 4.6947 -1.9631
O 0.2642 3.3568 -1.5811
C -0.6571 3.4835 -0.4471
H 6.8282 5.9680 -4.2036
H 6.3893 7.0314 -2.8672
H 5.2478 7.0185 -4.0705
H 3.9905 6.4007 -2.1505
H 5.2985 5.7983 -0.9692
H 3.2446 4.5741 -0.5343
H 4.3917 3.5176 -1.1964
H 3.4564 3.5168 -3.1609
H 1.4159 4.3302 -3.9104
H 2.0356 5.7355 -3.0150
H -0.1854 5.2045 -2.4227
H 0.9560 5.2909 -1.1175
H -0.4160 4.3690 0.1222
H -0.6731 2.5274 0.1197
H -1.6273 3.7187 -0.9539
C 0.6656 -0.3303 6.8212
O 0.3585 -1.6522 7.0233
C -0.3486 -2.2248 5.9607
C -0.0046 -3.7140 5.9018
N 1.4491 -3.8275 5.9424
C 1.9867 -5.0834 6.2973
C 1.7297 -5.4767 7.7102
O 2.0944 -4.5135 8.6250
C 3.4531 -4.0645 8.5234
H -0.0878 0.3937 7.1254
H 1.1541 -0.0494 5.8330
H 1.4973 -0.1954 7.5035
H 0.0343 -1.7764 5.0524
H -1.4701 -2.0615 6.0359
H -0.4646 -4.0436 4.9543
H -0.5282 -4.2872 6.7475
H 1.7271 -3.0299 6.5332
H 3.0585 -4.9924 6.0500
H 1.6251 -5.8525 5.5916
H 2.1952 -6.4219 7.9730
H 0.6799 -5.5919 7.8115
H 3.7734 -3.6148 7.5768
H 4.1266 -4.9041 8.7020
H 3.5405 -3.3022 9.2960
C 0.0728 -7.2499 -3.6214
O -0.6103 -6.0944 -3.1172
C -1.1235 -6.2243 -1.8041
C -1.9945 -4.9494 -1.5011
N -1.2438 -3.6888 -1.6118
C -1.4647 -3.1238 -2.9856
C -2.6033 -2.1848 -3.0252
O -3.1536 -2.2544 -4.3608
C -4.4862 -1.7966 -4.4745
H -0.6324 -7.9438 -4.1172
H 0.6203 -7.7007 -2.7552
H 0.7686 -6.8826 -4.3547
H -0.2380 -6.2928 -1.1001
H -1.6687 -7.2111 -1.6469
H -2.4385 -4.9999 -0.5326
H -2.7858 -5.0225 -2.3167
H -0.2308 -3.8152 -1.4499
H -1.7929 -3.8284 -3.7494
H -0.5279 -2.6698 -3.3432
H -2.2864 -1.1302 -2.7642
H -3.2168 -2.3971 -2.1952
H -4.4953 -0.7828 -4.1176
H -5.0695 -2.4222 -3.8247
H -4.8682 -1.7857 -5.4781
C -0.2613 8.1008 -3.3980
O -1.1618 7.3213 -2.6564
C -2.5087 7.2009 -3.1448
C -3.1250 5.9485 -2.5518
N -3.3739 5.9580 -1.1139
C -4.0607 4.7908 -0.6661
C -3.9278 4.6712 0.9266
O -2.5924 5.0001 1.2816
C -2.3981 4.9945 2.6835
H 0.6908 8.0798 -2.8949
H -0.5254 9.1922 -3.4034
H -0.1358 7.7555 -4.4215
H -2.5273 7.1352 -4.2220
H -3.1233 8.0928 -2.7852
H -2.5322 5.0561 -2.7724
H -4.1043 5.8737 -2.9985
H -2.4765 5.9827 -0.6313
H -3.5779 3.8797 -1.1513
H -5.0670 4.7055 -0.8859
H -4.2640 3.6714 1.1578
H -4.6287 5.4351 1.3624
H -1.4135 5.3367 2.8527
H -2.4587 4.0237 3.1830
H -3.0754 5.7021 3.2027
C -1.9139 0.8936 -4.8331
C -2.0304 1.9769 -3.8088
O -3.3545 2.5671 -3.9290
C -3.7576 3.3574 -4.8762
O -3.1432 4.0770 -5.6153
C -5.2243 3.2275 -5.2800
F -5.6685 4.4329 -5.7299
F -5.2849 2.4087 -6.3353
F -6.0690 2.8444 -4.3979
H -2.6899 0.1323 -4.7880
H -1.0166 0.2771 -4.7027
H -1.9659 1.3585 -5.8643
H -1.3770 2.8080 -3.8324
H -1.9913 1.5615 -2.8219



Record 4
99
Properties=species:S:1:pos:R:3 method="wB97M-V/def2-TZVPD" total_energy_ev=-159473.34105 orbital_gap_ev="4.47 / 7.21" s2=2.036 multiplicity=3
Ti -0.4822 -0.1959 0.0817
O 0.2838 -1.8948 -0.2083
C -0.1092 -3.1534 0.0655
C 0.5599 -4.2072 -0.5305
C 0.1481 -5.5238 -0.3326
C -0.9421 -5.7777 0.4937
C -1.5906 -4.7346 1.1270
C -1.2017 -3.3896 0.9510
C -1.8194 -2.3581 1.7050
N -1.4213 -1.0674 1.5598
N -1.5754 -0.2391 2.6658
C -0.6734 0.6899 2.6502
O 0.1728 0.8248 1.6443
C -0.4681 1.5256 3.8556
C 0.6752 2.3102 3.9763
C 0.8947 3.0707 5.1164
C -0.0201 3.0547 6.1582
C -1.1478 2.2466 6.0597
C -1.3630 1.4860 4.9248
H 1.4051 -3.9774 -1.1675
H 0.6701 -6.3349 -0.8217
H -1.2767 -6.7940 0.6556
H -2.4190 -4.9422 1.7943
H -2.4707 -2.6027 2.5364
H 1.4091 2.2987 3.1821
H 1.7923 3.6718 5.1904
H 0.1533 3.6442 7.0485
H -1.8532 2.1951 6.8794
H -2.2136 0.8173 4.8687
N 2.5620 -0.0046 -0.6495
C 3.0960 1.0987 -1.2944
C 4.4352 1.0903 -1.7057
C 4.9877 2.1887 -2.3299
C 4.2285 3.3345 -2.5555
C 2.8983 3.3277 -2.1875
C 2.3014 2.2136 -1.5947
P 0.4958 2.1734 -1.3207
C -0.1114 2.4536 -3.0341
C 0.6938 2.2134 -4.1451
C 0.2161 2.4331 -5.4299
C -1.0700 2.9143 -5.6267
C -1.8862 3.1441 -4.5274
C -1.4168 2.8989 -3.2479
C 0.2071 3.7873 -0.5081
C -0.1299 4.9640 -1.1709
C -0.2961 6.1467 -0.4608
C -0.1274 6.1664 0.9159
C 0.2171 4.9990 1.5836
C 0.3848 3.8209 0.8741
H 1.9320 0.2019 0.1146
H 3.1853 -0.7601 -0.4115
H 5.0412 0.2162 -1.5042
H 6.0270 2.1611 -2.6301
H 4.6670 4.2067 -3.0183
H 2.2884 4.2020 -2.3858
H 1.7083 1.8578 -4.0156
H 0.8599 2.2370 -6.2772
H -1.4358 3.0986 -6.6276
H -2.8987 3.4997 -4.6651
H -2.0773 3.0450 -2.4017
H -0.2596 4.9722 -2.2440
H -0.5511 7.0551 -0.9903
H -0.2570 7.0906 1.4653
H 0.3465 4.9951 2.6584
H 0.6297 2.9028 1.3864
C -3.7582 0.3556 -3.6503
C -2.3797 -0.1913 -3.9912
As -1.3615 -0.9568 -2.5077
C -2.1448 -2.7467 -2.5099
C -3.4369 -2.8469 -1.7039
C 0.3415 -1.3316 -3.4035
C 0.2740 -1.6532 -4.8892
H -4.1882 0.8547 -4.5210
H -3.7219 1.0782 -2.8328
H -4.4488 -0.4342 -3.3536
H -1.7618 0.5913 -4.4314
H -2.4572 -0.9944 -4.7286
H -1.3939 -3.4275 -2.1050
H -2.3078 -3.0154 -3.5577
H -3.3570 -2.3261 -0.7462
H -3.6689 -3.8902 -1.4848
H -4.2848 -2.4233 -2.2436
H 0.7630 -2.1612 -2.8315
H 0.9953 -0.4764 -3.2162
H -0.4019 -2.4847 -5.0973
H 1.2598 -1.9378 -5.2630
H -0.0635 -0.7996 -5.4776
S -2.6555 1.3112 -0.2398
C -2.9804 2.5097 0.9374
N -3.2140 2.1727 2.2300
C -3.5629 3.0343 3.2130
C -3.7111 4.3623 2.9390
C -3.4690 4.7804 1.6175
C -3.1172 3.8877 0.6410
H -3.0018 1.1968 2.4661
H -3.6985 2.6103 4.1946
H -3.9875 5.0484 3.7229
H -3.5571 5.8292 1.3652
H -2.9198 4.2080 -0.3691



Record 5
10
Properties=species:S:1:pos:R:3 method="wB97M-V/def2-TZVPD" total_energy_ev=-25401.80092 orbital_gap_ev=6.06 total_charge=-1
C 0.2291 -3.5048 -0.5562
N 0.0208 -0.7898 -0.2781
O 1.0189 -3.5447 0.2702
O -0.5366 -3.6644 -1.3955
Si 0.9445 0.7251 -0.2741
S -0.5896 1.9666 0.8697
H -0.5921 -1.0882 0.5520
H -0.3880 -1.0227 -1.2231
H 1.5427 0.2822 1.1434
H -1.0182 2.3946 -0.2671



Record 6
16
Properties=species:S:1:pos:R:3 method="wB97M-V/def2-TZVPD" total_energy_ev=-21585.77721 orbital_gap_ev="9.20 / 8.16"
C -1.1635 0.8572 -1.8779
C -2.2210 1.1707 0.1334
C -0.0519 0.1892 0.1585
C -0.1028 0.3343 -1.1979
C -1.1581 0.6485 0.8623
C 1.1768 -0.4037 0.8400
N -2.2189 1.2546 -1.1757
N 1.9627 -1.1437 -0.1147
N 2.2346 -0.5975 -1.2917
F 2.8102 0.6525 -1.0785
I -1.2691 0.5947 2.9801
H -1.2087 0.9668 -2.9480
H -3.1090 1.5323 0.6313
H 1.7747 0.4243 1.2377
H 0.8938 -1.0630 1.6620
H 1.6633 -2.0994 -0.2729



Record 7
66
Properties=species:S:1:pos:R:3 method="wB97M-V/def2-TZVPD" total_energy_ev=-55917.00973 orbital_gap_ev="9.27 / 6.37" s2=2.004 multiplicity=3 total_charge=+2
Pd 1.1428 -0.6380 0.3093
C 1.1497 1.6703 -3.7677
N -0.2608 1.3779 -3.4951
C -1.2277 2.1146 -4.3068
P -0.7162 0.5498 -2.1873
O 0.4004 -0.3200 -1.6795
O -1.1074 1.6818 -1.0854
P -1.0565 1.6267 0.5156
O -0.7127 0.2585 1.0443
N -2.5433 2.0785 0.9614
C -3.1020 3.3619 0.5200
C -3.0606 1.6173 2.2617
N 0.1379 2.7136 0.8787
C 1.4074 2.1575 1.3204
C 0.2883 3.9074 0.0322
N -2.1081 -0.2381 -2.4461
C -3.4198 0.3440 -2.1422
C -2.0968 -1.7015 -2.5569
H 1.3612 1.4663 -4.8167
H 1.7877 1.0353 -3.1604
H 1.3861 2.7180 -3.5659
H -0.8862 2.1246 -5.3407
H -1.3341 3.1486 -3.9691
H -2.1990 1.6251 -4.2784
H -2.8192 3.5700 -0.5107
H -2.7817 4.1867 1.1612
H -4.1881 3.2947 0.5620
H -2.6042 0.6697 2.5325
H -4.1359 1.4712 2.1715
H -2.8711 2.3494 3.0496
H 1.2820 1.5442 2.2080
H 2.0971 2.9673 1.5529
H 1.9060 1.5524 0.5232
H -0.6634 4.1944 -0.4048
H 0.9980 3.7268 -0.7804
H 0.6456 4.7366 0.6403
H -3.3834 1.4297 -2.1824
H -3.7664 0.0432 -1.1502
H -4.1398 -0.0038 -2.8823
H -1.0935 -2.0551 -2.7792
H -2.7602 -2.0080 -3.3648
H -2.4382 -2.1618 -1.6269
C 1.5068 -4.3682 1.2604
C 2.0392 -4.4670 -0.1830
C 1.2691 -3.3856 -0.9584
O 0.4168 -2.7080 0.0074
C 0.1850 -3.6449 1.0859
H 2.1785 -3.7836 1.8898
H 1.3673 -5.3436 1.7215
H 1.8348 -5.4488 -0.6034
H 3.1138 -4.3055 -0.2320
H 0.6285 -3.8166 -1.7269
H 1.9070 -2.6374 -1.4288
H -0.6047 -4.3295 0.7713
H -0.1548 -3.0892 1.9555
C 3.4062 -1.2620 4.5722
C 2.0220 -1.2415 4.4646
C 1.4540 -1.1256 3.2138
N 2.2005 -1.0345 2.0991
C 3.5366 -1.0674 2.2013
C 4.1735 -1.1824 3.4200
H 3.8794 -1.3310 5.5429
H 1.3899 -1.3146 5.3384
H 0.3804 -1.0920 3.0817
H 4.1029 -1.0002 1.2808
H 5.2531 -1.2086 3.4609